No. 1
A 2-piece molecular cluster, C5H14 overall in a non-equilibrium geometry, computed with ωB97M-V with the def2-TZVPD basis set.

Output
E_tot (a.u.): -198.79823
Gap between HOMO and LUMO (Ha): 0.410
SMILES: CCC.CC

Structure (XYZ):
```
19
C5H14, DFT ωB97M-V with the def2-TZVPD basis set
C 1.66 -1.51 -0.25
C 0.35 -0.99 0.21
C -0.48 -2.12 0.94
H 2.41 -1.04 0.33
H 2.05 -1.26 -1.29
H 1.76 -2.60 -0.25
H 0.35 -0.02 0.83
H -0.17 -0.83 -0.98
H 0.27 -2.92 1.41
H -1.20 -1.77 1.67
H -1.18 -2.62 0.31
C -0.53 2.84 0.06
C -0.98 1.68 -0.93
H -1.35 3.17 0.59
H 0.29 2.48 0.70
H -0.37 3.79 -0.40
H -1.98 1.67 -1.21
H -0.25 1.62 -1.69
H -0.77 0.87 -0.21
```

=====

No. 2
A 2-piece molecular cluster, C5H14 overall in a non-equilibrium geometry, computed with ωB97M-V with the def2-TZVPD basis set.

Output
E_tot (a.u.): -198.85908
Gap between HOMO and LUMO (Ha): 0.454
SMILES: CCC.CC

Structure (XYZ):
```
19
C5H14, DFT ωB97M-V with the def2-TZVPD basis set
C 0.01 1.82 0.69
C 1.52 1.41 0.78
C 2.06 0.98 -0.59
H -0.47 1.05 0.11
H -0.05 2.76 0.15
H -0.33 1.81 1.73
H 2.03 2.24 1.28
H 1.58 0.68 1.59
H 2.20 -0.09 -0.69
H 1.24 1.16 -1.30
H 2.93 1.52 -0.96
C -2.06 -2.35 -0.75
C -1.19 -1.47 0.10
H -3.09 -2.00 -0.81
H -1.81 -2.24 -1.82
H -1.89 -3.40 -0.54
H -1.12 -0.46 -0.26
H -0.13 -1.76 0.13
H -1.43 -1.65 1.15
```